#A
Below is 2 unconnected molecules or ions with the total composition C4H11NO, with properties calculated with wB97M-V/def2-TZVPD.

Its HOMO-LUMO gap is 10.07 eV. The HOMO energy comes out at -9.025 eV. As for the SMILES: C=CN.CCO.

Geometry as ORCA input:
```
! RIJCOSX wB97M-V def2-TZVPD def2/J DEFGRID3
* xyz 0 1
O -0.147 0.231 -2.355
N -1.216 -2.007 1.503
C 0.139 -2.147 1.833
C -0.170 2.489 -1.487
C 0.662 1.229 -1.694
C 0.966 -1.138 2.132
H 1.981 -1.385 2.445
H -1.070 0.377 -2.174
H 1.535 1.325 -2.369
H 0.530 -3.160 1.725
H -1.198 2.240 -1.786
H 0.039 3.387 -2.049
H -0.262 2.637 -0.399
H -1.525 -2.677 0.807
H 0.644 -0.121 2.349
H -1.886 -2.105 2.255
H 0.977 0.823 -0.738
*
```


#B
Below is 2 unconnected molecules or ions with the total composition C4H11NO, with properties calculated with wB97M-V/def2-TZVPD.

Its HOMO-LUMO gap is 8.34 eV. The HOMO energy comes out at -7.732 eV. As for the SMILES: C=CNCC.O.

Geometry as ORCA input:
```
! RIJCOSX wB97M-V def2-TZVPD def2/J DEFGRID3
* xyz 0 1
O 0.567 5.473 -1.244
N -0.191 -0.753 -0.166
C -0.832 -1.431 -2.351
C -0.189 -0.969 1.337
C 1.170 -1.033 2.079
C -1.019 -1.503 -1.009
H 1.384 -0.111 2.588
H -0.777 -1.942 1.312
H 0.448 5.488 -0.288
H -0.171 -0.697 -2.758
H -1.728 -2.052 -0.379
H 2.011 -1.094 1.332
H 0.199 0.068 -0.625
H 0.060 4.775 -1.586
H 1.211 -1.872 2.923
H -0.770 -0.180 1.819
H -1.371 -2.167 -2.983
*
```


Short version: #A is the most stable of them.


#A
Below is CH4N4O in the gas phase, with properties calculated with wB97M-V/def2-TZVPD.

Its HOMO-LUMO gap is 10.00 eV. The HOMO energy comes out at -9.460 eV. As for the SMILES: [H]/N=N\NC(N)=O.

Geometry as ORCA input:
```
! RIJCOSX wB97M-V def2-TZVPD def2/J DEFGRID3
* xyz 0 1
O -0.297 1.188 1.004
N -1.107 -1.085 0.609
N 1.418 0.338 -1.389
N 1.759 1.482 -1.114
N 0.443 -0.315 -0.656
C -0.279 0.152 0.397
H -0.140 -1.349 -0.600
H 1.266 1.919 -0.318
H -2.098 -0.874 0.522
H -0.966 -1.456 1.545
*
```


#B
Below is CH4N4O in the gas phase, with properties calculated with wB97M-V/def2-TZVPD.

Its HOMO-LUMO gap is 9.23 eV. The HOMO energy comes out at -9.933 eV. As for the SMILES: [H]/N=C(\N)NN=O.

Geometry as ORCA input:
```
! RIJCOSX wB97M-V def2-TZVPD def2/J DEFGRID3
* xyz 0 1
O -1.170 -1.855 1.077
N 0.651 1.787 -0.384
N -0.733 0.430 0.749
N -1.336 -0.620 1.489
N 0.635 -0.807 -0.999
C 0.152 0.524 -0.392
H 1.366 -1.286 -0.267
H 1.424 1.810 -1.001
H -0.814 1.330 1.050
H -0.175 -1.314 -1.324
*
```


Short version: #A is the most stable of them.


#A
Below is a molecular structure, C4H6N2O2, with properties calculated with wB97M-V/def2-TZVPD.

Its HOMO-LUMO gap is 8.58 eV. The HOMO energy comes out at -8.146 eV.

Geometry as ORCA input:
```
! RIJCOSX wB97M-V def2-TZVPD def2/J DEFGRID3
* xyz 0 1
O -0.518 -0.749 -1.473
O 1.467 0.664 -1.272
N -0.326 -0.624 1.014
N 0.221 -2.599 -0.283
C 0.084 -1.198 -0.220
C 0.231 0.171 -0.764
C -0.753 1.852 1.023
C -0.290 0.559 0.514
H 1.089 -2.921 -0.686
H 1.286 1.299 -1.989
H -0.233 2.090 1.953
H -0.586 2.639 0.286
H 0.153 -2.956 0.667
H -1.825 1.773 1.229
*
```


#B
Below is C4H6N2O2 in the gas phase, with properties calculated with wB97M-V/def2-TZVPD.

Its HOMO-LUMO gap is 9.46 eV. The HOMO energy comes out at -9.416 eV. As for the SMILES: C1=N\OC/C=N\OC/1.

Geometry as ORCA input:
```
! RIJCOSX wB97M-V def2-TZVPD def2/J DEFGRID3
* xyz 0 1
O 0.527 -0.911 0.796
O -0.609 1.222 0.680
N 1.349 -1.070 -0.460
N -1.412 0.879 -0.503
C 0.851 1.196 0.206
C -1.484 -0.369 -0.657
C 1.483 0.264 -0.628
C -0.762 -1.278 0.406
H -1.257 -1.807 1.221
H -0.499 -2.068 -0.376
H -2.192 -0.793 -1.430
H 2.279 0.746 -1.397
H 1.234 1.608 1.296
H 1.001 2.278 -0.335
*
```


Short version: #A is the most stable of them.


#A
Below is a molecular structure, C4H6N2O2, with properties calculated with wB97M-V/def2-TZVPD.

Its HOMO-LUMO gap is 8.95 eV. The HOMO energy comes out at -8.571 eV.

Geometry as ORCA input:
```
! RIJCOSX wB97M-V def2-TZVPD def2/J DEFGRID3
* xyz 0 1
O 0.126 -1.934 -0.386
O -1.534 0.735 -0.374
N 0.356 1.638 0.343
N 1.519 1.095 0.730
C -2.167 -0.594 -0.406
C -0.257 0.577 -0.156
C 1.803 -0.302 0.549
C 0.549 -0.549 -0.132
H -3.157 -0.462 -1.082
H 0.940 -2.393 -0.967
H 2.262 1.880 0.575
H -1.450 -1.745 -0.677
H 2.653 -0.928 0.646
H -2.677 -0.682 0.940
*
```


#B
Below is C4H6N2O2 in the gas phase, with properties calculated with wB97M-V/def2-TZVPD.

Its HOMO-LUMO gap is 10.10 eV. The HOMO energy comes out at -9.191 eV. As for the SMILES: C1CN2OCOC2=N1.

Geometry as ORCA input:
```
! RIJCOSX wB97M-V def2-TZVPD def2/J DEFGRID3
* xyz 0 1
O 1.312 0.857 -0.052
O 1.376 -1.315 -0.188
N 0.154 0.369 0.504
N -0.930 -1.433 -0.061
C 2.195 -0.083 0.033
C -1.833 -0.377 0.070
C -1.010 0.965 -0.240
C 0.193 -0.943 0.156
H -1.538 1.842 0.322
H 2.909 0.027 -0.691
H -2.685 -0.538 -0.701
H 2.840 -0.450 1.034
H -0.544 1.333 -1.154
H -2.439 -0.253 0.968
*
```


Short version: #B is the most stable of them.


#A
Below is C4H6N2O2 in the gas phase, with properties calculated with wB97M-V/def2-TZVPD.

Its HOMO-LUMO gap is 9.13 eV. The HOMO energy comes out at -9.474 eV. As for the SMILES: O=CNC(=O)[C@H]1CN1.

Geometry as ORCA input:
```
! RIJCOSX wB97M-V def2-TZVPD def2/J DEFGRID3
* xyz 0 1
O 1.758 -1.446 0.838
O -0.747 2.148 0.133
N -0.462 0.339 -1.679
N 0.169 0.093 1.362
C -0.493 1.282 1.215
C -1.182 -0.989 -1.279
C 0.396 -0.749 -1.123
C 0.879 -0.683 0.334
H -2.014 -1.150 -0.392
H -0.655 1.803 2.094
H 0.280 -0.372 2.462
H 1.118 -1.426 -1.576
H -1.394 -1.654 -2.122
H -0.974 0.992 -0.901
*
```


#B
Below is 2 unconnected molecules or ions with the total composition C4H6N2O2, with properties calculated with wB97M-V/def2-TZVPD.

Its HOMO-LUMO gap is 9.08 eV. The HOMO energy comes out at -8.956 eV. As for the SMILES: CC(=O)C=O.N=C=N.

Geometry as ORCA input:
```
! RIJCOSX wB97M-V def2-TZVPD def2/J DEFGRID3
* xyz 0 1
O 0.256 -2.217 -0.443
O 0.875 1.048 -1.180
N -0.970 1.416 0.775
N -2.783 0.187 -0.336
C -1.833 0.731 0.184
C -0.116 -1.101 -0.687
C 1.866 -0.129 0.621
C 0.676 0.370 -0.180
H -2.707 -0.788 -0.587
H -0.656 -0.958 -1.649
H 2.476 -0.816 0.035
H -1.232 2.333 1.129
H 1.579 -0.748 1.469
H 2.568 0.672 0.850
*
```


#C
Below is C4H6N2O2 in the gas phase, with properties calculated with wB97M-V/def2-TZVPD.

Its HOMO-LUMO gap is 8.79 eV. The HOMO energy comes out at -9.714 eV. As for the SMILES: C=NC(=O)NC(C)=O.

Geometry as ORCA input:
```
! RIJCOSX wB97M-V def2-TZVPD def2/J DEFGRID3
* xyz 0 1
O -0.070 -1.730 -0.863
O -0.039 1.569 0.779
N 1.558 0.349 -0.427
N -0.556 0.438 -1.212
C 2.501 0.633 0.399
C 0.279 0.929 -0.211
C -0.889 -0.772 -0.618
C -1.926 -0.851 0.457
H -1.450 -0.992 1.431
H -0.057 0.302 -2.084
H -2.606 -1.684 0.251
H 2.461 0.395 1.469
H 3.296 1.337 0.130
H -2.501 0.076 0.498
*
```


Short version: #C is the most stable of them.


#A
Below is C4H6N2O2 in the gas phase, with properties calculated with wB97M-V/def2-TZVPD.

Its HOMO-LUMO gap is 9.22 eV. The HOMO energy comes out at -9.224 eV. As for the SMILES: C=C(/N=C\N)C(=O)O.

Geometry as ORCA input:
```
! RIJCOSX wB97M-V def2-TZVPD def2/J DEFGRID3
* xyz 0 1
O -2.285 1.834 -0.558
O -0.791 2.208 1.164
N 1.244 -2.000 0.352
N 0.758 0.453 0.331
C 1.395 -0.635 0.803
C -0.365 0.481 -0.397
C -1.211 1.633 0.031
C -0.714 0.018 -1.636
H 1.481 -2.740 1.157
H -0.208 -0.780 -2.160
H -0.036 1.673 1.234
H 0.288 -2.150 -0.062
H 2.176 -0.492 1.634
H -1.733 0.495 -1.893
*
```


#B
Below is C4H6N2O2 in the gas phase, with properties calculated with wB97M-V/def2-TZVPD.

Its HOMO-LUMO gap is 10.17 eV. The HOMO energy comes out at -9.706 eV. As for the SMILES: [H]/N=C(\NO)OCC#C.

Geometry as ORCA input:
```
! RIJCOSX wB97M-V def2-TZVPD def2/J DEFGRID3
* xyz 0 1
O 0.356 -0.392 -0.501
O -0.162 2.782 -1.689
N 0.007 1.495 -1.673
N -0.948 1.175 0.525
C -0.142 0.834 -0.461
C -0.042 -0.852 0.755
C 0.268 -2.297 0.816
C 0.655 -3.467 1.024
H 0.748 -4.576 1.185
H -1.051 -0.602 0.734
H 0.994 1.093 -1.670
H -1.430 1.974 0.234
H 0.212 3.156 -0.869
H 0.536 -0.322 1.589
*
```


#C
Below is C4H6N2O2 in the gas phase, with properties calculated with wB97M-V/def2-TZVPD.

Its HOMO-LUMO gap is 9.57 eV. The HOMO energy comes out at -8.705 eV. As for the SMILES: [H]/N=N/[C@@H]1C=CCOO1.

Geometry as ORCA input:
```
! RIJCOSX wB97M-V def2-TZVPD def2/J DEFGRID3
* xyz 0 1
O 0.415 -1.008 -1.369
O -0.508 -1.713 -0.491
N 2.365 0.067 -0.439
N 2.962 -0.997 -0.542
C -1.582 -0.868 -0.070
C -1.033 0.492 0.448
C 0.180 0.914 0.215
C 0.922 0.198 -0.853
H 3.918 -0.933 -0.327
H -2.222 -1.383 0.618
H 0.938 0.785 -1.788
H 0.387 1.986 0.447
H -2.283 -0.739 -0.830
H -1.687 0.962 1.169
*
```


#D
Below is C4H6N2O2 in the gas phase, with properties calculated with wB97M-V/def2-TZVPD.

Its HOMO-LUMO gap is 8.31 eV. The HOMO energy comes out at -7.595 eV.

Geometry as ORCA input:
```
! RIJCOSX wB97M-V def2-TZVPD def2/J DEFGRID3
* xyz 0 1
O 2.489 0.205 -1.527
O 3.255 -0.552 0.360
N 2.348 0.217 -0.121
N -0.208 -1.431 0.212
C 1.273 0.580 0.508
C 0.030 0.970 -0.262
C -0.616 -0.388 -0.382
C 0.158 -2.270 0.971
H 0.123 1.620 -1.131
H -0.647 1.597 0.365
H 0.731 -3.106 1.122
H 3.372 0.022 -1.609
H -1.549 -0.424 -0.958
H 1.086 0.216 1.459
*
```


Short version: #A is the most stable of them.


#A
Below is a molecular structure, C4H6N2O2, with properties calculated with wB97M-V/def2-TZVPD.

Its HOMO-LUMO gap is 8.73 eV. The HOMO energy comes out at -8.894 eV.

Geometry as ORCA input:
```
! RIJCOSX wB97M-V def2-TZVPD def2/J DEFGRID3
* xyz 0 1
O -0.039 -1.419 0.124
O -0.622 1.864 -0.330
N 2.671 -0.230 0.016
N 1.416 0.400 0.413
C 0.268 -0.172 0.500
C -1.904 -0.164 0.026
C -0.861 0.836 0.534
C -1.231 -1.301 -0.151
H 3.171 0.669 -0.517
H -1.553 1.201 1.591
H -1.699 -2.245 -0.463
H -2.835 0.095 -0.268
H 2.427 -1.158 -0.616
H 0.791 1.626 -0.860
*
```


#B
Below is C4H6N2O2 in the gas phase, with properties calculated with wB97M-V/def2-TZVPD.

Its HOMO-LUMO gap is 9.02 eV. The HOMO energy comes out at -9.199 eV. As for the SMILES: O=C1NO[C@@H]2C[C@H]2N1.

Geometry as ORCA input:
```
! RIJCOSX wB97M-V def2-TZVPD def2/J DEFGRID3
* xyz 0 1
O -2.823 -0.331 0.683
O -0.099 1.587 -0.152
N -0.672 -1.084 -0.380
N -1.443 1.078 -0.638
C 0.697 -0.600 -0.447
C -1.644 -0.114 -0.122
C 1.867 -0.091 0.397
C 0.589 0.612 0.549
H 0.371 0.303 1.509
H -1.971 1.565 0.108
H -0.699 -1.994 -1.041
H 2.667 -0.163 -0.335
H 1.005 -0.132 -1.453
H 2.156 -0.637 1.322
*
```


#C
Below is C4H6N2O2 in the gas phase, with properties calculated with wB97M-V/def2-TZVPD.

Its HOMO-LUMO gap is 8.85 eV. The HOMO energy comes out at -9.568 eV. As for the SMILES: N#CCCC(=O)NO.

Geometry as ORCA input:
```
! RIJCOSX wB97M-V def2-TZVPD def2/J DEFGRID3
* xyz 0 1
O 2.330 -0.498 1.368
O -0.021 0.067 2.403
N 1.180 -0.525 0.573
N 0.910 1.360 -2.473
C -1.170 0.096 0.272
C -1.016 -0.104 -1.189
C 0.047 -0.204 1.215
C 0.509 0.539 -1.775
H -1.882 -0.659 0.631
H -1.518 1.100 0.514
H -1.747 0.420 -1.802
H 1.293 -0.068 -0.545
H -0.903 -1.149 -1.472
H 1.990 -0.375 2.280
*
```


Short version: #C is the most stable of them.


#A
Below is C4H6N2O2 in the gas phase, with properties calculated with wB97M-V/def2-TZVPD.

Its HOMO-LUMO gap is 8.97 eV. The HOMO energy comes out at -8.829 eV. As for the SMILES: C=CNC(=O)NC=O.

Geometry as ORCA input:
```
! RIJCOSX wB97M-V def2-TZVPD def2/J DEFGRID3
* xyz 0 1
O 0.919 1.777 -0.724
O -1.246 -1.939 -0.679
N -0.765 0.212 -0.718
N 0.862 -1.056 0.261
C -0.413 -1.065 -0.358
C -0.113 1.257 -1.049
C -0.146 0.764 1.741
C 1.054 -0.138 1.434
H 2.041 0.061 1.687
H -1.795 0.318 -0.959
H -0.903 1.781 -1.526
H -0.118 1.311 2.757
H 1.490 -1.746 0.446
H -1.061 0.568 1.413
*
```


#B
Below is C4H6N2O2 in the gas phase, with properties calculated with wB97M-V/def2-TZVPD.

Its HOMO-LUMO gap is 7.12 eV. The HOMO energy comes out at -6.563 eV.

Geometry as ORCA input:
```
! RIJCOSX wB97M-V def2-TZVPD def2/J DEFGRID3
* xyz 0 1
O 2.345 -0.760 0.001
O -2.520 0.868 -0.041
N 0.922 1.952 0.136
N 0.946 -0.459 0.038
C 0.414 0.784 -0.194
C -1.599 0.085 0.399
C -1.214 -1.147 -0.117
C 0.098 -1.538 0.098
H -1.905 -2.081 -0.362
H -2.930 0.585 -0.902
H 2.696 -0.683 0.879
H 2.000 2.178 0.168
H 0.541 -2.489 -0.228
H 0.205 2.704 0.126
*
```


Short version: #A is the most stable of them.